Computed, not measured: a structure of composition C2H5ClN2S in a non-equilibrium geometry, with wB97M-V/def2-TZVPD.

Last column: Mulliken charge in e.
Positions of all 11 atoms, in Å:
C: 0.67 -0.96 0.36  0.555
C: -0.88 1.52 -0.95  -0.863
N: 1.51 -1.08 -0.51  -0.482
N: 0.08 -1.43 1.42  -0.384
S: -0.65 1.05 0.73  -0.200
Cl: 0.67 -3.10 2.12  -0.124
H: -1.57 2.48 -0.84  0.240
H: -1.19 0.89 -1.63  0.399
H: 0.10 1.97 -1.42  0.246
H: 1.43 -0.60 -1.37  0.310
H: -0.16 -0.75 2.10  0.303

Maximum force   7.27 eV/Å
Lowest unoccupied orbital energy   -1.38 eV
Orbital gap   7.392 eV
Energy above the lowest of the compared OMol25 structures with the same formula, charge and spin   79.2 kcal per mole
Spin multiplicity   1
Energy   -1046.95412 Ha
Total charge   0